No. 1
Here is a structure of composition C17H26N4NiOSSe2 at a distorted geometry from the Open Molecules 2025 dataset. Energies are from the ωB97M-V functional and the def2-TZVPD basis.

Values from the calculation:
Relative energy (zero: lowest compared OMol25 entry of this formula, charge and spin)   0.00 kJ/mol
Molecular weight   551.102 g/mol
Calculated total energy   -208614.3232 eV
Kohn-Sham gap (spin up / spin down)   7.6 / 7.2 eV
2S+1   3
HOMO (spin up / spin down)   -14.32 / -14.32 eV
Charge   +2
⟨S²⟩   2.01
F_max   3.9 eV/Å

Each line ends with the Mulliken charge.
Element x y z (Å)
Ni  0.6172  -1.3839  0.4331  -0.042
Se  2.7434  0.1782  2.2685  0.074
Se  3.6801  -1.7497  1.1807  -0.042
C  3.3193  -0.9493  -0.5396  0.391
C  4.3162  -0.4555  -1.4078  -0.597
C  3.9972  0.5563  -2.3485  -0.363
C  2.6538  0.8100  -2.6316  -0.605
C  1.7026  0.1541  -1.8160  0.506
N  2.0292  -0.5625  -0.7310  0.200
C  1.1497  -0.5473  2.9986  0.601
C  0.8784  -0.2200  4.3519  -0.659
C  -0.1547  -0.8683  5.0311  -0.288
C  -0.8019  -1.9061  4.3757  -0.816
C  -0.5368  -2.1432  3.0329  -0.192
N  0.3590  -1.4002  2.3369  0.225
H  5.3299  -0.8317  -1.2951  0.436
H  4.8431  0.9909  -2.8835  0.427
H  2.3272  1.4598  -3.4037  0.520
H  0.6313  0.4125  -1.9326  -0.320
H  1.4371  0.6006  4.8377  0.355
H  -0.3539  -0.4881  6.0627  0.391
H  -1.4549  -2.5577  4.9001  0.466
H  -1.0786  -2.9041  2.4416  0.410
C  0.4328  4.7672  -1.0502  -0.726
C  -1.0831  5.0772  -1.2091  -0.062
O  -1.7602  5.1563  0.0302  -0.562
H  1.0543  5.0801  -1.8899  0.336
H  0.5988  3.6735  -0.9579  -0.026
H  0.7967  5.1726  -0.1129  0.326
H  -1.5514  4.3069  -1.8018  0.050
H  -1.1823  5.9775  -1.8088  0.355
H  -2.6688  5.5997  -0.0488  0.326
C  1.1509  -4.7263  0.8042  -0.879
S  0.5696  -3.5392  -0.4411  0.267
C  -1.0993  -4.0786  -0.9056  -0.709
H  0.3579  -5.0108  1.5685  0.285
H  1.9627  -4.2568  1.3729  0.246
H  1.5374  -5.6034  0.2931  0.397
H  -1.0498  -4.6302  -1.8572  0.379
H  -1.5949  -3.1179  -1.1218  0.090
H  -1.6625  -4.6780  -0.1783  0.329
C  -3.9444  0.9303  -0.5304  -0.872
N  -2.6875  0.6945  -1.3349  0.126
C  -2.5272  1.1912  -2.7204  -0.806
C  -1.8433  -0.2041  -0.8745  0.505
N  -1.2066  -0.9484  -0.1838  -0.352
H  -4.4425  1.8563  -0.8860  0.302
H  -3.7199  1.0368  0.5392  0.324
H  -4.6248  0.1215  -0.7046  0.374
H  -2.7370  0.4088  -3.4676  0.318
H  -1.5003  1.5144  -2.8665  0.288
H  -3.2092  2.0343  -2.9181  0.293



No. 2
Here is a structure of composition C30H25Cl5IMgN6O2S from the Open Molecules 2025 dataset. Energies are from the ωB97M-V functional and the def2-TZVPD basis.

Values from the calculation:
Relative energy (zero: lowest compared OMol25 entry of this formula, charge and spin)   0.00 kJ/mol
Molecular weight   862.111 g/mol
Calculated total energy   -131550.1865 eV
Kohn-Sham gap   7.2 eV
2S+1   1
HOMO   -4.95 eV
Charge   -1
F_max   0.3 eV/Å

Each line ends with the Mulliken charge.
Element x y z (Å)
Mg  0.4140  -0.7082  -0.3434  1.695
C  -2.7059  -3.6576  -1.3250  -0.950
C  -3.2253  -2.2755  -1.5925  0.612
N  -4.2502  -2.1157  -2.3963  -0.706
C  -4.7046  -0.8637  -2.6366  -1.086
C  -4.1734  0.2562  -2.0536  0.953
C  -4.7227  1.6077  -2.4079  -0.909
O  -3.8204  2.3812  -3.2120  -0.579
C  -3.0620  0.1162  -1.1831  0.983
C  -2.5282  1.2618  -0.4758  -0.584
N  -1.4273  1.2745  0.1816  0.507
C  -1.0875  2.4678  0.8466  -0.648
C  -1.0839  3.6974  0.1891  0.141
C  -0.6725  4.8504  0.8414  -0.919
C  -0.2689  4.7912  2.1676  -0.608
C  -0.2785  3.5756  2.8395  -0.357
C  -0.6791  2.4217  2.1839  -0.199
I  -0.6641  0.5875  3.1619  0.194
C  -2.5275  -1.1745  -0.9627  -0.327
O  -1.4877  -1.4216  -0.2723  -0.950
H  -3.2506  -4.3799  -1.9306  0.371
H  -2.8076  -3.9056  -0.2643  0.261
H  -1.6337  -3.7179  -1.5318  0.114
H  -5.5381  -0.7779  -3.3274  0.302
H  -4.9762  2.1773  -1.5100  0.271
H  -5.6409  1.4852  -2.9810  0.447
H  -2.9317  2.0311  -3.0803  0.430
H  -3.1517  2.1633  -0.4762  0.556
H  -1.3814  3.7296  -0.8531  0.668
H  -0.6589  5.7934  0.3084  0.386
H  0.0589  5.6864  2.6828  0.369
H  0.0348  3.5205  3.8744  0.421
C  5.2933  1.3653  2.7858  -1.026
C  3.8630  1.6661  3.2195  -0.704
N  3.0245  2.1516  2.1411  -0.076
C  2.4727  1.3729  1.1764  -0.151
S  2.4593  -0.3335  1.3482  -0.434
N  2.0011  2.0917  0.1553  -1.320
N  1.3086  1.3902  -0.7552  1.028
C  0.9806  1.9778  -1.8540  0.542
C  1.4016  3.3663  -2.2259  -2.003
C  0.1517  1.1767  -2.7726  0.719
C  -0.4458  1.7192  -3.9084  -1.076
C  -1.1990  0.8978  -4.7355  -0.547
C  -1.3264  -0.4464  -4.4286  -0.983
C  -0.7120  -0.9051  -3.2757  -0.557
N  -0.0132  -0.1181  -2.4617  0.411
H  5.8835  0.9933  3.6286  0.384
H  5.2895  0.6040  2.0047  0.262
H  5.7804  2.2633  2.3953  0.304
H  3.3986  0.7672  3.6201  0.342
H  3.8522  2.4204  4.0080  0.421
H  3.0947  3.1230  1.8770  0.305
H  2.2033  3.6822  -1.5653  0.380
H  1.7433  3.4020  -3.2638  0.476
H  0.5779  4.0794  -2.1177  0.282
H  -0.3275  2.7700  -4.1376  0.402
H  -1.6886  1.3115  -5.6080  0.313
H  -1.9035  -1.1234  -5.0432  0.457
H  -0.7826  -1.9459  -2.9777  0.559
Cl  -0.0439  -3.4292  1.6774  -0.175
C  0.9931  -3.8165  0.3158  1.051
C  1.2834  -2.8090  -0.6031  -1.656
C  2.1689  -3.1855  -1.6071  1.128
Cl  2.6617  -1.9728  -2.7832  -0.236
C  2.7129  -4.4618  -1.7391  -0.350
Cl  3.7963  -4.8565  -3.0274  -0.225
C  2.3654  -5.4351  -0.8064  0.579
Cl  3.0073  -7.0345  -0.9382  -0.227
C  1.5026  -5.1118  0.2406  -0.236
Cl  1.0866  -6.3144  1.4096  -0.220



No. 3
Here is the ion C5H14N5 with charge +1 at a distorted geometry from the Open Molecules 2025 dataset. Energies are from the ωB97M-V functional and the def2-TZVPD basis.

Values from the calculation:
Relative energy (zero: lowest compared OMol25 entry of this formula, charge and spin)   552.80 kJ/mol
Molecular weight   144.202 g/mol
Calculated total energy   -12849.7001 eV
Kohn-Sham gap (spin up / spin down)   8.8 / 8.8 eV
2S+1   1
HOMO (spin up / spin down)   -13.31 / -13.31 eV
Charge   +1
F_max   4.5 eV/Å

Each line ends with the Mulliken charge.
Element x y z (Å)
C  -0.5403  -0.0362  -2.5541  -0.518
C  -1.6100  -0.4051  -1.4280  -0.649
C  1.3674  -0.3215  2.4435  -0.361
C  -0.0066  0.1322  1.9193  -0.368
C  -0.4760  1.4114  -0.7275  -0.536
N  0.4101  0.8009  -1.7348  -0.417
N  1.6962  -1.5277  1.8540  -0.367
N  0.8104  -1.1842  0.0170  -0.569
N  -1.1668  0.2467  -0.1836  -0.395
N  -0.3587  -0.5472  0.6995  0.493
H  -0.0397  -0.8180  -3.0646  0.401
H  -1.1882  0.5488  -3.3409  0.267
H  -2.5601  0.0508  -1.5636  0.465
H  -1.6707  -1.4939  -1.2826  0.331
H  2.2208  0.4339  2.5020  0.379
H  1.2572  -0.7138  3.5423  0.250
H  -0.8493  0.0316  2.6616  0.381
H  0.0106  1.1769  1.7348  0.197
H  0.0845  2.0389  -0.0464  0.388
H  -1.3122  2.0069  -1.1791  0.341
H  0.8778  1.3834  -2.3248  0.220
H  2.6797  -1.4471  1.6526  0.287
H  1.4014  -0.5051  -0.5243  0.356
H  -1.0377  -1.2626  0.9276  0.424



No. 4
Here is a structure of composition C33H27Cl2IN4O3Rh from the Open Molecules 2025 dataset. Energies are from the ωB97M-V functional and the def2-TZVPD basis.

Values from the calculation:
Relative energy (zero: lowest compared OMol25 entry of this formula, charge and spin)   0.00 kJ/mol
Molecular weight   828.320 g/mol
Calculated total energy   -82922.3334 eV
Kohn-Sham gap   7.2 eV
2S+1   1
HOMO   -4.90 eV
Charge   -1
F_max   0.9 eV/Å

Each line ends with the Mulliken charge.
Element x y z (Å)
Rh  -0.7380  -0.7731  0.2686  -0.830
C  -3.5257  0.9964  -0.8798  -0.708
C  -2.9490  2.1383  -0.0903  0.987
C  -3.1672  3.4438  -0.5123  -0.986
C  -2.7287  4.5259  0.2349  -0.956
C  -2.0916  4.2916  1.4395  -0.867
C  -1.8560  2.9974  1.9006  1.311
C  -1.2287  2.8350  3.2575  -1.704
C  -2.2485  1.9078  1.1034  -0.240
N  -1.9006  0.5740  1.4409  1.101
C  -2.2021  0.1232  2.6700  -0.734
O  -2.9430  0.6076  3.5253  -0.746
C  -1.4139  -1.1271  3.0266  0.753
C  -1.4344  -1.7709  4.2508  -0.856
C  -0.6312  -2.8938  4.4136  -0.529
C  0.1641  -3.3569  3.3679  -0.734
C  0.1346  -2.6650  2.1728  0.513
N  -0.6252  -1.5778  2.0609  0.869
C  0.9500  -3.0067  0.9341  -0.535
O  1.7758  -3.9181  0.9877  -0.792
N  0.6958  -2.1648  -0.0808  1.184
C  1.5888  -2.1738  -1.1976  -0.652
C  1.1650  -2.6411  -2.4451  0.917
C  -0.1865  -3.2683  -2.6148  -1.131
C  2.0192  -2.5195  -3.5347  -0.669
C  3.2742  -1.9478  -3.4002  -0.964
C  3.7040  -1.5373  -2.1506  -0.772
C  2.8833  -1.6674  -1.0336  1.487
C  3.4223  -1.3162  0.3255  -1.911
H  -4.0300  1.3726  -1.7710  0.431
H  -4.2450  0.4403  -0.2745  0.268
H  -2.7657  0.2857  -1.1993  -0.158
H  -3.6992  3.6061  -1.4432  0.365
H  -2.9030  5.5387  -0.1076  0.394
H  -1.7732  5.1266  2.0549  0.378
H  -0.6620  3.7292  3.5235  0.478
H  -0.5647  1.9745  3.3034  0.231
H  -1.9938  2.6586  4.0154  0.365
H  -2.0856  -1.3813  5.0203  0.590
H  -0.6295  -3.4195  5.3606  0.410
H  0.7988  -4.2290  3.4370  0.597
H  -0.9665  -2.5447  -2.3925  0.066
H  -0.3122  -4.1189  -1.9404  0.227
H  -0.3224  -3.6094  -3.6415  0.463
H  1.6817  -2.8668  -4.5043  0.352
H  3.9178  -1.8333  -4.2642  0.401
H  4.6947  -1.1125  -2.0282  0.396
H  4.2186  -0.5735  0.2503  0.447
H  3.8256  -2.2100  0.8076  0.372
H  2.6436  -0.9298  0.9778  0.172
Cl  3.3951  3.5686  -3.3258  -0.316
C  2.1454  2.4447  -2.8323  0.560
C  1.3517  1.8624  -3.7735  -0.436
C  0.3335  0.9608  -3.4123  0.266
I  -0.9022  0.1766  -4.8855  -0.065
C  0.1018  0.6039  -2.0923  -0.221
O  -0.8353  -0.1934  -1.7051  -0.320
C  0.9910  1.2002  -1.1131  0.231
N  0.7993  0.8099  0.1802  1.173
C  1.4891  1.3690  1.1345  -0.397
C  2.4558  2.3693  0.8854  -1.674
C  2.7030  2.7375  -0.4012  -1.360
C  1.9715  2.1457  -1.4605  0.466
H  1.5047  2.1002  -4.8177  0.426
H  1.3136  1.0023  2.1366  0.627
H  2.9913  2.8109  1.7146  0.491
H  3.4476  3.4883  -0.6311  0.458
Cl  -3.6148  -2.1819  0.9712  -0.234
C  -2.1429  -2.1564  -0.0889  -0.602
H  -2.5103  -1.9795  -1.0968  0.350
H  -1.7236  -3.1586  -0.0112  0.530



No. 5
Here is a cluster of 3 separate species, C4H8O2S2 in total at a distorted geometry from the Open Molecules 2025 dataset. Energies are from the ωB97M-V functional and the def2-TZVPD basis.

Values from the calculation:
Relative energy (zero: lowest compared OMol25 entry of this formula, charge and spin)   517.71 kJ/mol
Molecular weight   152.240 g/mol
Calculated total energy   -30038.4258 eV
Kohn-Sham gap   4.2 eV
2S+1   1
HOMO   -8.55 eV
F_max   1.2 eV/Å

Each line ends with the Mulliken charge.
Element x y z (Å)
C  0.8850  -2.0936  0.1299  -0.384
C  0.6719  0.6818  1.9211  0.106
O  1.5207  -0.2137  1.8943  -0.548
O  -0.5933  0.5386  1.8975  -0.680
C  1.0112  -1.9074  -1.1881  -0.393
S  0.4360  1.1524  -2.1293  0.079
S  -1.4679  1.0080  -1.9435  0.251
C  -1.8468  1.6154  -0.3414  -0.535
H  1.5776  -2.7085  0.6865  0.252
H  0.0927  -1.5690  0.6383  0.231
H  1.0468  1.7270  2.0030  0.386
H  1.8903  -2.2375  -1.7231  0.210
H  0.3190  -1.2818  -1.7271  0.165
H  -1.2230  2.4938  -0.1982  0.284
H  -2.8858  1.9235  -0.3032  0.360
H  -1.4344  0.8710  0.3834  0.217



No. 6
Here is a structure of composition C27H21N5O11P2ReS at a distorted geometry from the Open Molecules 2025 dataset. Energies are from the ωB97M-V functional and the def2-TZVPD basis.

Values from the calculation:
Relative energy (zero: lowest compared OMol25 entry of this formula, charge and spin)   376.89 kJ/mol
Molecular weight   871.711 g/mol
Calculated total energy   -89862.2980 eV
Kohn-Sham gap (spin up / spin down)   4.0 / 4.2 eV
2S+1   2
HOMO (spin up / spin down)   -6.46 / -6.47 eV
⟨S²⟩   0.76
F_max   2.6 eV/Å

Each line ends with the Mulliken charge.
Element x y z (Å)
Re  0.5338  -0.8669  0.5932  0.942
O  -0.9323  -1.4233  -2.7177  -0.644
C  -1.1359  -0.5103  -1.9444  -0.253
N  -1.5624  -0.7438  -0.5667  0.857
C  -2.1033  -2.0532  -0.1639  -0.213
O  -2.7057  -2.7709  -0.9008  -0.550
C  -1.9415  -2.2285  1.3037  0.939
C  -2.8676  -2.9537  2.0388  -0.886
C  -2.7113  -3.0342  3.4128  -0.761
C  -1.6416  -2.3738  4.0002  -1.110
C  -0.7436  -1.6969  3.1938  -0.235
N  -0.8839  -1.6244  1.8771  1.269
C  -0.9085  0.8828  -2.2262  0.839
C  -0.3935  1.2638  -3.4743  -1.134
C  -0.0106  2.5504  -3.7313  -0.430
C  -0.0780  3.5000  -2.6750  -0.743
C  -0.6115  3.1420  -1.4832  -0.078
N  -1.1011  1.8839  -1.2627  0.544
H  -3.6679  -3.4553  1.5199  0.533
H  -3.4028  -3.6042  4.0150  0.470
H  -1.4818  -2.3986  5.0661  0.498
H  0.1228  -1.1974  3.6058  0.527
H  -0.3214  0.4800  -4.2139  0.595
H  0.3415  2.8445  -4.7048  0.481
H  0.2724  4.5066  -2.8220  0.497
H  -0.6892  3.8178  -0.6465  0.387
O  1.7547  -5.0382  0.0115  -0.595
P  0.7088  -4.0508  0.7341  0.894
O  -0.5452  -4.7296  1.0788  -0.772
O  0.6134  -2.8124  -0.1617  -0.406
O  1.5184  -3.6063  2.0581  -0.417
P  2.7937  -2.5677  2.0108  0.507
O  3.3949  -2.7811  0.5320  -0.394
O  3.7370  -2.8688  3.0811  -0.802
O  2.1697  -1.1752  1.9539  -0.442
H  1.3172  -5.8820  -0.0869  0.344
H  3.7142  -3.6775  0.4241  0.300
O  -0.7634  3.2959  1.6587  -0.684
S  -0.8942  1.8818  1.4397  1.201
O  -1.5531  1.0950  2.4422  -0.769
N  0.5169  1.1627  1.0183  -0.258
C  1.6385  1.8554  0.5951  -0.029
C  2.0566  3.1072  1.0062  -0.614
C  3.2470  3.6412  0.4966  -0.905
C  4.0307  2.9557  -0.3969  -0.942
C  3.6458  1.6727  -0.8331  0.981
C  4.4023  0.8619  -1.7054  -0.900
C  3.9354  -0.3824  -2.0405  -1.132
C  2.7206  -0.8337  -1.5104  -0.281
N  2.0101  -0.1176  -0.6627  0.759
C  2.4489  1.1254  -0.3268  0.551
C  -1.9456  1.6615  -0.1277  0.510
C  -3.0245  2.7016  -0.0107  -0.878
C  -4.2528  2.4887  -0.4836  -0.672
C  -4.5823  1.2365  -1.1383  -0.902
C  -3.7763  0.1855  -1.0055  -1.051
C  -2.5409  0.2641  -0.1338  -0.377
H  1.4769  3.6562  1.7315  0.609
H  3.5651  4.6153  0.8360  0.437
H  4.9590  3.3733  -0.7555  0.450
H  5.3458  1.2257  -2.0832  0.455
H  4.5004  -1.0255  -2.6964  0.457
H  2.3171  -1.8014  -1.7718  0.643
H  -2.7286  3.6322  0.4462  0.534
H  -5.0144  3.2510  -0.4155  0.489
H  -5.4847  1.1838  -1.7275  0.494
H  -3.9718  -0.7648  -1.4796  0.508
H  -2.8363  0.0484  0.9057  0.757



> The lowest molecular weight belongs to which entry?

C5H14N5